(1)
C49H36BrCl3CoNO3P2Si | ωB97M-V/def2-TZVPD

Values from the calculation:
* LUMO (alpha / beta): -0.555 / -1.307 eV
* largest force on an atom: 2.1 eV/A
* energy: -230723.66390 eV
* HOMO (alpha / beta): -7.46 / -7.47 eV
* M: 1022.1 g mol⁻¹

Geometry as XYZ:
```
97
Properties=species:S:1:pos:R:3:forces:R:3
Br -1.4337 -8.4761 -0.7219 0.10 0.13 0.00
Co -0.7567 0.0299 0.0058 -0.73 -1.99 -0.16
Cl -0.2422 4.6993 -0.2778 0.35 0.16 -0.04
Cl -3.6262 0.6089 0.0659 -0.28 -0.46 0.01
Cl -5.5309 5.6692 -0.1905 -0.39 0.36 -0.01
P -0.5483 -0.5721 -2.2831 0.76 1.23 -0.12
P -0.7779 -0.9384 2.1994 0.53 0.47 0.53
Si 1.6325 0.1755 0.1236 0.44 -0.89 -0.02
O -0.5551 -2.1220 -0.0227 1.03 1.56 0.15
O -2.4538 -3.0197 -0.7659 -0.27 -0.11 0.04
O -1.1159 1.9049 -0.0821 1.77 -0.47 0.01
N 1.4062 -5.6553 0.1950 0.54 -0.06 0.14
C 2.5109 -2.8866 3.6069 -0.03 -0.09 0.03
C 0.0471 -3.1883 -2.9696 0.03 0.24 -0.08
C 1.2386 -2.3657 3.4592 0.04 0.03 0.01
C 3.5356 -0.4025 -2.0305 0.18 0.07 0.04
C -2.0160 -2.3831 -3.8977 0.11 0.19 0.04
C -2.6872 0.8367 -3.3226 0.08 -0.12 0.03
C -1.3048 -3.1000 -0.3716 -0.41 -0.44 -0.25
C -1.9173 -2.3489 2.3988 -0.18 0.20 -0.34
C -0.3297 1.6933 5.2593 0.13 0.14 0.02
C -3.4262 2.3209 -0.0301 0.65 0.64 -0.09
C -3.3056 1.8651 -4.0077 -0.09 0.06 -0.06
C -4.2467 -2.9681 2.3299 -0.12 -0.07 0.02
C -1.0035 1.1100 6.3210 -0.04 -0.01 -0.02
C 0.7697 -6.7849 -0.0516 -0.27 -0.29 -0.11
C -2.5603 -4.6608 2.4850 0.04 -0.10 0.09
C 1.9275 -1.1945 1.4581 -0.52 0.49 -0.55
C 3.1856 -1.7636 1.6014 0.08 0.11 -0.01
C -2.2068 -3.6080 -4.5122 -0.14 -0.05 -0.09
C -3.2656 -1.9980 2.3459 0.15 0.12 -0.03
C -0.6021 -4.4437 -0.2744 0.11 0.01 0.07
C 3.4775 -2.6100 2.6552 0.08 -0.05 0.05
C -1.8661 4.1457 -0.1991 -0.29 -0.58 0.01
C -0.9752 -0.1338 3.8351 -0.13 0.19 -0.26
C 1.6124 -0.7136 -3.9859 0.13 0.06 -0.03
C -1.2814 -4.6256 -4.3561 0.04 0.03 0.05
C -2.5441 2.8276 -4.6509 0.06 0.02 -0.01
C 2.9132 1.5385 0.6285 -1.27 -0.18 -0.26
C -1.2764 -5.6275 -0.5397 0.16 0.13 0.07
C 1.2369 -0.4985 -2.6618 -0.13 0.05 0.00
C 2.1946 -0.3248 -1.6624 -0.73 0.24 0.61
C -4.4845 3.2011 -0.0458 0.06 0.16 -0.05
C -2.9136 5.0408 -0.2316 -0.18 -0.21 0.03
C -1.2955 0.7360 -3.3051 -0.07 -0.01 0.18
C 2.9480 -0.7600 -4.3299 -0.09 -0.01 -0.06
C -4.2144 4.5610 -0.1535 0.30 -0.34 0.02
C 3.9129 -0.6224 -3.3436 0.05 -0.05 0.06
C -1.1622 2.7680 -4.5825 0.02 0.10 -0.07
C -0.8745 -2.1521 -3.1406 -0.30 -0.23 0.38
C -1.6889 -0.0777 6.1310 0.02 0.04 0.14
C -1.5693 -3.6914 2.4695 0.10 0.24 0.18
C 0.9352 -1.5475 2.3768 -0.12 -0.13 0.03
C -2.0780 2.7498 -0.1050 -0.73 -0.22 0.06
C -0.5372 1.7345 -3.9074 0.04 -0.17 0.00
C -0.1585 -4.4149 -3.5710 0.05 -0.06 -0.11
C -0.3177 1.0792 4.0213 -0.08 -0.13 -0.10
C -1.6815 -0.6977 4.8937 0.04 -0.09 -0.13
C 0.7401 -4.5197 0.0940 -0.38 0.38 -0.11
C -0.5695 -6.8110 -0.4180 -0.17 -0.03 -0.01
C -3.8949 -4.3068 2.3961 0.09 0.03 0.05
H -4.6572 -5.0704 2.3799 -0.08 -0.08 0.00
H -0.5609 3.5289 -5.0589 0.02 0.07 -0.02
H 0.1970 1.5238 3.1768 0.07 0.13 0.04
H 0.8471 -0.8434 -4.7399 0.02 -0.03 -0.08
H 3.9173 1.1325 0.6877 0.10 -0.39 -0.04
H -0.5283 -3.9799 2.4907 0.01 -0.06 0.02
H 3.9511 -1.5298 0.8778 0.22 0.01 -0.09
H -3.5241 -0.9478 2.2975 -0.15 -0.01 -0.01
H -2.2815 -5.7029 2.5527 0.03 -0.08 -0.04
H 0.5416 1.7060 -3.8492 0.03 0.01 -0.03
H 4.9584 -0.6874 -3.6072 0.10 0.02 0.03
H -1.0028 1.5848 7.2911 0.00 0.05 0.06
H -2.2231 -0.5276 6.9548 -0.07 -0.05 0.05
H -5.2864 -2.6926 2.2475 -0.11 0.10 0.02
H -4.3835 1.9204 -4.0376 -0.10 0.01 0.04
H -3.0928 -3.7699 -5.1096 -0.04 0.00 -0.04
H -2.7497 -1.6020 -4.0203 -0.07 0.00 -0.05
H -3.2863 0.1159 -2.7809 -0.05 -0.02 0.00
H -5.5012 2.8516 0.0246 -0.12 -0.05 -0.02
H -2.2240 -1.6229 4.7555 0.03 -0.02 0.03
H 0.1918 2.6270 5.4027 0.05 0.12 -0.01
H 0.4746 -2.5818 4.1930 -0.03 -0.05 0.10
H 0.9362 -3.0308 -2.3716 -0.03 -0.02 0.00
H 4.3004 -0.2774 -1.2796 0.16 0.04 0.09
H -2.7079 6.0967 -0.3118 -0.07 0.08 0.00
H 1.3454 -7.6949 0.0483 -0.06 -0.14 -0.02
H -1.4316 -5.5771 -4.8437 -0.04 -0.09 -0.01
H 4.4637 -3.0375 2.7467 0.12 -0.06 0.00
H 0.5618 -5.2091 -3.4274 0.04 -0.02 0.01
H 2.6751 1.9598 1.5987 -0.07 0.08 0.21
H 2.9269 2.3435 -0.0977 -0.06 0.19 -0.15
H 1.2906 -3.6151 0.3172 -0.01 0.09 0.00
H 3.2343 -0.9110 -5.3595 0.05 -0.03 -0.10
H -3.0224 3.6297 -5.1931 -0.06 0.06 -0.01
H 2.7436 -3.5114 4.4563 0.02 -0.08 0.05
H -2.3185 -5.5948 -0.8204 -0.09 -0.02 -0.04
```
Positions in Å, forces in eV/Å.

---

(2)
C49H36F2N5PdS3 | ωB97M-V/def2-TZVPD

Values from the calculation:
* LUMO (alpha / beta): -2.954 / -3.865 eV
* charge: +1
* largest force on an atom: 1.3 eV/A
* energy above the lowest of the compared OMol25 structures with the same formula, charge and spin: 0.346 eV
* energy: -100260.08918 eV
* spin multiplicity: 5
* HOMO (alpha / beta): -9.13 / -10.29 eV
* M: 935.5 g mol⁻¹
* expectation value of S²: 6.076

Geometry as XYZ:
```
96
Properties=species:S:1:pos:R:3:forces:R:3
Pd 0.3174 0.3780 0.6469 0.04 0.62 0.76
S -1.0750 4.6557 6.3398 -0.08 -0.22 -0.19
S -1.9872 1.2536 0.1748 0.07 -0.40 0.11
S 7.4175 0.8421 -1.0386 -0.23 -0.12 -0.04
F 2.6992 -4.0566 3.2129 0.08 -0.04 0.06
F 2.0854 -3.7036 -1.4172 -0.01 -0.08 -0.06
N -2.5995 -0.8362 1.6922 -0.04 -0.07 -0.10
N -4.3592 0.2738 0.6142 -0.12 -0.07 -0.01
N 2.5872 0.6923 0.8373 -0.21 0.13 -0.05
N 0.5963 1.5836 2.5188 0.02 -0.02 -0.22
N 0.7877 0.8918 -1.6110 0.06 0.00 -0.28
C -3.3362 -1.7002 2.6003 -0.04 -0.07 0.05
C 3.3970 3.7938 3.4917 0.15 0.04 -0.03
C -4.0121 -2.5606 -2.6111 0.12 0.09 0.02
C -2.6358 3.1511 4.9897 0.17 -0.07 -0.15
C 1.6328 1.7631 -2.1151 -0.26 -0.03 0.10
C 3.5150 0.2624 0.0189 0.11 -0.10 0.02
C -0.2064 3.0774 4.2170 0.45 0.05 -0.03
C 5.5546 -0.5953 -2.0360 -0.09 0.11 0.16
C -2.6846 -2.4675 -2.1478 -0.06 -0.11 0.04
C -1.8007 -1.4113 -2.5990 -0.13 0.04 -0.17
C -4.3756 -4.5699 -1.3353 0.04 0.06 0.04
C -3.0765 -4.4831 -0.8473 -0.01 -0.04 0.07
C -0.3592 2.0090 3.3117 -0.10 -0.04 0.14
C -1.8697 0.8192 -3.6860 -0.03 -0.07 0.01
C -1.3172 3.5158 5.0540 -0.21 0.21 0.34
C -5.4821 -0.6196 0.8576 -0.13 -0.06 0.00
C 2.4237 -3.9270 0.8974 0.08 -0.14 0.03
C 1.6305 -0.7424 -3.2618 0.00 0.06 0.00
C 2.4807 1.4982 -3.1918 0.10 -0.01 -0.07
C 2.1605 -3.4289 2.1602 -0.09 0.14 -0.15
C 4.1192 2.3187 1.7122 -0.26 -0.13 0.02
C 5.7656 0.3167 -1.0339 0.36 -0.09 -0.23
C -2.1390 1.6310 -4.7740 0.01 0.03 -0.06
C -2.7283 4.6239 6.7624 0.08 0.05 0.00
C -3.0624 0.1044 0.8738 0.13 0.39 0.18
C -4.8318 -3.6030 -2.2227 -0.12 0.00 0.05
C -2.6132 -1.0980 -4.9417 0.14 0.03 0.08
C -2.2450 -3.4518 -1.2418 0.07 0.06 -0.06
C 5.0870 1.8652 0.8066 -0.04 -0.20 -0.17
C -3.4408 3.7854 5.9638 -0.13 0.03 0.09
C -0.5576 -1.2008 -1.9753 0.55 -0.16 0.68
C 7.7947 -0.1562 -2.3719 0.03 0.05 0.06
C 4.8045 0.8294 -0.0665 -0.11 0.17 0.32
C 1.8116 2.1724 2.5580 0.04 0.22 0.33
C 0.7257 -0.4062 -2.1774 -0.07 -0.11 0.24
C 2.4835 0.2026 -3.7448 -0.01 -0.03 -0.10
C -2.6425 1.0855 -5.9475 0.03 0.01 0.01
C 1.8351 -3.2788 -0.1674 -0.17 0.20 0.13
C 2.8512 1.7127 1.6781 0.32 -0.02 -0.05
C -2.8673 -0.2816 -6.0298 -0.05 -0.03 -0.05
C 1.3900 -2.2968 2.3840 -0.21 0.15 0.27
C 6.7142 -0.8627 -2.7995 0.07 -0.06 -0.09
C 4.3693 3.3636 2.6602 0.01 0.10 0.10
C -2.1138 -0.5580 -3.7498 -0.07 0.07 -0.11
C 0.7901 -1.6614 1.3112 0.13 0.03 -0.77
C 0.9953 -2.1863 0.0147 -0.18 -0.12 0.52
C 1.0435 3.6702 4.2741 -0.27 -0.12 -0.03
C 2.0835 3.2223 3.4525 -0.07 -0.22 -0.14
C 0.3576 -1.4935 -1.0816 -0.06 -0.22 -1.26
H 1.6403 2.7388 -1.6375 0.08 0.00 0.00
H -1.4988 1.2489 -2.7647 0.02 0.00 0.00
H -4.2199 -1.1946 2.9837 0.09 -0.02 0.05
H 3.1624 -0.0313 -4.5550 0.00 -0.03 0.01
H -3.6331 -2.6331 2.1227 0.01 -0.06 0.02
H -6.0179 -0.3554 1.7714 0.02 -0.05 -0.02
H -2.6851 -1.9345 3.4400 0.00 0.01 -0.02
H 6.7400 -1.5531 -3.6295 0.03 0.01 0.01
H 5.3629 3.7920 2.7001 -0.02 0.04 0.00
H -5.0277 -5.3744 -1.0214 0.03 -0.03 -0.05
H -6.1741 -0.5330 0.0231 0.02 0.00 -0.03
H -1.3025 1.4799 3.2516 0.00 0.04 -0.11
H -4.5472 1.0835 0.0470 0.01 0.02 -0.04
H -4.5042 3.6276 6.0652 0.01 0.00 0.00
H 1.6107 -1.7549 -3.6431 -0.01 0.01 -0.06
H -1.2293 -3.4261 -0.8730 0.02 0.00 0.01
H 4.5988 -1.0578 -2.2353 -0.02 0.00 0.01
H 8.7993 -0.1719 -2.7626 -0.01 0.00 -0.01
H -4.3950 -1.8010 -3.2772 -0.02 0.00 -0.03
H -2.6984 -5.2397 -0.1707 -0.02 0.02 0.01
H 3.2515 -0.5870 -0.6025 -0.07 0.05 -0.04
H -5.1538 -1.6525 0.9109 -0.04 0.03 -0.09
H 1.2820 -1.9378 3.4009 0.04 0.01 0.00
H -5.8388 -3.6660 -2.6160 0.00 0.04 0.03
H 3.0590 -4.7890 0.7516 -0.01 0.01 0.01
H -1.5875 -0.9026 1.7106 0.08 -0.06 -0.04
H 3.5904 4.5773 4.2134 0.02 0.02 -0.03
H 1.2263 4.4935 4.9537 0.04 0.02 0.00
H -1.9514 2.6952 -4.7116 -0.02 0.00 0.03
H -3.2354 -0.7166 -6.9500 0.00 0.01 0.00
H -3.0831 5.2324 7.5783 -0.02 -0.02 -0.01
H -2.7516 -2.1684 -5.0217 -0.06 0.00 -0.01
H -3.0285 2.4607 4.2564 0.00 0.01 -0.01
H -2.8503 1.7216 -6.7976 0.01 0.00 0.00
H 6.0633 2.3354 0.7967 0.00 0.03 0.03
H 3.1381 2.2666 -3.5711 -0.01 0.02 0.03
```
Positions in Å, forces in eV/Å.